Record 1
{
  "formula": "C3H9NOS",
  "method": "ωB97M-V/def2-TZVPD",
  "energy_ev": -17629.1856,
  "homo_ev": -8.83,
  "de_lowest_kj_mol": 98.3,
  "orbital_gap_ev": 9.63,
  "symbols": ["N", "C", "C", "O", "C", "S", "H", "H", "H", "H", "H", "H", "H", "H", "H"],
  "xyz": [[0.381, 1.196, -0.939], [0.034, 0.265, 0.128], [-1.407, -0.262, 0.062], [-2.304, 0.820, 0.197], [1.048, -0.884, 0.219], [2.778, -0.175, 0.356], [0.616, 0.814, -1.833], [-0.217, 1.992, -0.887], [0.089, 0.884, 1.031], [-1.492, -0.805, -0.883], [-1.465, -0.977, 0.894], [-2.996, 0.695, -0.468], [0.816, -1.464, 1.112], [1.072, -1.562, -0.629], [3.048, -0.538, 1.640]]
}

Record 2
{
  "formula": "C3H9NOS",
  "method": "ωB97M-V/def2-TZVPD",
  "energy_ev": -17627.0603,
  "homo_ev": -8.74,
  "de_lowest_kj_mol": 303.4,
  "orbital_gap_ev": 9.69,
  "symbols": ["C", "C", "C", "N", "O", "S", "H", "H", "H", "H", "H", "H", "H", "H", "H"],
  "xyz": [[0.067, 1.576, 0.484], [2.053, -2.063, 0.483], [-1.947, 0.671, -0.955], [1.734, -1.441, -0.557], [-1.831, -0.020, 1.692], [-0.939, 0.001, 0.501], [-0.390, 2.509, 0.957], [0.263, 1.614, -0.543], [2.508, -3.074, 0.589], [1.834, -1.503, 1.436], [0.956, 1.265, 1.089], [-2.998, 0.428, -1.073], [-1.996, 1.805, -0.884], [-1.400, 0.285, -1.785], [2.085, -2.054, -1.433]]
}

Record 3
{
  "formula": "C3H9NOS",
  "method": "ωB97M-V/def2-TZVPD",
  "energy_ev": -17629.3387,
  "homo_ev": -8.60,
  "de_lowest_kj_mol": 83.6,
  "orbital_gap_ev": 9.19,
  "symbols": ["N", "C", "O", "H", "H", "H", "C", "S", "C", "H", "H", "H", "H", "H", "H"],
  "xyz": [[-1.347, 2.976, -0.974], [-0.984, 3.129, -2.255], [-1.379, 2.484, -3.209], [-0.800, 3.469, -0.289], [-2.009, 2.301, -0.643], [-0.289, 3.947, -2.583], [1.044, -3.524, 1.297], [1.391, -1.803, 1.697], [-0.082, -0.877, 1.272], [0.626, -3.721, 0.294], [0.457, -4.072, 2.036], [2.023, -3.981, 1.317], [-0.398, -1.150, 0.265], [-1.029, -1.051, 1.763], [0.303, 0.185, 1.316]]
}